i) Molecular formula: C2H3FO2
Method: DFT, the ωB97M-V functional and the def2-TZVPD basis

Computed properties:
Lowest unoccupied orbital energy in eV: 0.905
E_HOMO in eV: -10.79
SMILES: CC1(F)OO1
Charge: 0

Cartesian coordinates (Å):
C (-0.67, 0.18, -0.52)
C (0.36, -0.14, 0.54)
F (0.63, 0.84, 1.46)
O (1.54, -0.65, 0.14)
O (0.62, -1.39, 0.95)
H (-1.50, 0.81, -0.16)
H (-0.84, -0.60, -1.31)
H (-0.14, 0.95, -1.10)

How is the electron density shared among the atoms? According to natural (NBO), the charges in e are: -0.71 0.78 -0.33 -0.25 -0.24 0.25 0.26 0.24

***

ii) Molecular formula: C2H3FO2
Method: DFT, the ωB97M-V functional and the def2-TZVPD basis

Computed properties:
Lowest unoccupied orbital energy in eV: 0.637
E_HOMO in eV: -8.34
SMILES: FC1=CO1.O
Charge: 0

Cartesian coordinates (Å):
F (1.27, -1.05, -0.98)
C (1.24, 0.16, -0.47)
C (0.71, 1.21, 0.00)
O (2.16, 1.13, -0.57)
H (0.27, 1.75, 0.80)
O (-1.64, -0.90, 0.51)
H (-1.63, -1.33, -0.36)
H (-2.39, -0.98, 1.08)

How is the electron density shared among the atoms? According to natural (NBO), the charges in e are: -0.26 0.67 -0.13 -0.52 0.23 -0.98 0.49 0.49

***

iii) Molecular formula: C2H3FO2
Method: DFT, the ωB97M-V functional and the def2-TZVPD basis

Computed properties:
Lowest unoccupied orbital energy (alpha / beta) in eV: -0.600 / -0.597
E_HOMO (alpha / beta) in eV: -10.28 / -10.29
Charge: 0

Cartesian coordinates (Å):
C (-0.54, -0.03, -0.75)
C (0.22, -1.12, -0.19)
O (0.83, -0.39, -1.12)
O (0.90, -0.55, 1.85)
F (0.14, -2.45, -0.24)
H (-1.24, 0.03, -1.45)
H (-0.49, 0.82, -0.11)
H (0.22, -1.02, 2.20)

How is the electron density shared among the atoms? According to natural (NBO), the charges in e are: -0.16 0.84 -0.41 -0.84 -0.28 0.20 0.22 0.42

***

If we sort the structures by their calculated energies, the order from most to least stable is i), ii), iii).

***

i) Molecular formula: C2H8NO
Method: DFT, the ωB97M-V functional and the def2-TZVPD basis

Computed properties:
Lowest unoccupied orbital energy in eV: -3.788
E_HOMO in eV: -14.30
Charge: +1

Cartesian coordinates (Å):
N (1.79, 1.67, 0.71)
H (0.89, 1.36, 1.06)
H (1.97, 1.07, -0.09)
H (1.75, 2.64, 0.39)
H (2.48, 1.57, 1.45)
O (0.32, -0.35, -0.16)
C (-0.42, -1.27, -0.43)
C (-1.90, -1.12, -0.56)
H (-0.04, -2.28, -0.63)
H (-2.09, -0.39, -1.34)
H (-2.40, -0.80, 0.37)
H (-2.36, -2.08, -0.78)

natural (NBO) atomic charge list, values in e, 8 entries: -0.85 0.47 0.47 0.45 0.45 -0.66 0.51 -0.74

***

ii) Molecular formula: C2H8NO
Method: DFT, the ωB97M-V functional and the def2-TZVPD basis

Computed properties:
Lowest unoccupied orbital energy in eV: -4.595
E_HOMO in eV: -16.32
Charge: +1

Cartesian coordinates (Å):
O (-0.56, -2.41, 1.10)
H (-0.12, -2.19, 1.93)
H (-1.13, -3.26, 1.12)
H (-0.43, 2.77, -1.27)
C (0.39, 2.24, -0.79)
C (-0.02, 0.96, -0.14)
N (0.28, -0.23, -0.47)
H (1.16, 1.93, -1.44)
H (0.79, 2.92, 0.02)
H (-0.68, 0.99, 0.81)
H (0.62, -0.53, -1.44)
H (0.15, -0.97, 0.35)

natural (NBO) atomic charge list, values in e, 8 entries: -1.00 0.50 0.54 0.29 -0.70 0.32 -0.64 0.24

***

iii) Molecular formula: C2H8NO
Method: DFT, the ωB97M-V functional and the def2-TZVPD basis

Computed properties:
Lowest unoccupied orbital energy in eV: -3.832
E_HOMO in eV: -14.23
Charge: +1

Cartesian coordinates (Å):
N (-0.77, -1.58, -0.81)
H (-1.57, -1.53, -1.44)
H (-1.00, -1.81, 0.16)
H (-0.29, -0.63, -0.71)
H (-0.08, -2.28, -1.09)
C (-0.19, 1.78, 0.63)
C (0.79, 0.93, 0.95)
O (1.15, -0.01, -0.05)
H (-0.72, 2.38, 1.35)
H (-0.47, 1.93, -0.41)
H (1.13, 0.62, 1.92)
H (2.00, 0.19, -0.48)

natural (NBO) atomic charge list, values in e, 8 entries: -0.88 0.45 0.45 0.49 0.45 -0.42 0.09 -0.79

***

If we sort the structures by their calculated energies, the order from most to least stable is i), ii), iii).

***

i) Molecular formula: C2H8NO
Method: DFT, the ωB97M-V functional and the def2-TZVPD basis

Computed properties:
Lowest unoccupied orbital energy in eV: -4.741
E_HOMO in eV: -16.35
Charge: +1

Cartesian coordinates (Å):
O (-2.80, 0.54, -0.04)
H (-3.59, 0.19, 0.44)
H (-3.17, 1.29, -0.56)
H (2.66, 0.12, 0.90)
C (2.16, -0.31, -0.02)
C (0.82, 0.25, -0.15)
N (-0.25, -0.42, 0.19)
H (2.18, -1.43, 0.02)
H (2.80, -0.05, -0.93)
H (0.62, 1.26, -0.44)
H (-0.27, -1.43, 0.54)
H (-1.16, -0.01, 0.05)

natural (NBO) atomic charge list, values in e, 8 entries: -0.98 0.51 0.51 0.30 -0.73 0.32 -0.61 0.26

***

ii) Molecular formula: C2H8NO
Method: DFT, the ωB97M-V functional and the def2-TZVPD basis

Computed properties:
Lowest unoccupied orbital energy in eV: -5.972
E_HOMO in eV: -13.99
Charge: +1

Cartesian coordinates (Å):
C (0.81, -0.97, 1.25)
O (1.75, -1.29, 2.23)
H (0.60, -1.80, 0.57)
H (-0.13, -0.72, 1.75)
H (1.14, -0.10, 0.65)
H (2.53, -1.68, 1.83)
C (-1.26, 1.56, -1.77)
N (-0.96, 0.62, -0.98)
H (-0.93, 2.57, -1.57)
H (-1.83, 1.35, -2.67)
H (-1.30, -0.32, -1.15)
H (-0.42, 0.78, -0.14)

natural (NBO) atomic charge list, values in e, 8 entries: -0.24 -0.69 0.17 0.18 0.12 0.48 0.17 -0.57

***

iii) Molecular formula: C2H8NO
Method: DFT, the ωB97M-V functional and the def2-TZVPD basis

Computed properties:
Lowest unoccupied orbital energy in eV: -5.012
E_HOMO in eV: -16.35
Charge: +1

Cartesian coordinates (Å):
O (-1.37, -1.05, 1.04)
H (-1.08, 0.03, -0.56)
H (-2.15, -0.95, 1.61)
H (-0.73, -1.32, 1.72)
C (0.93, -0.44, -1.01)
C (0.18, 1.41, 0.24)
N (-0.09, 0.41, -0.48)
H (0.76, -1.51, -1.13)
H (1.89, -0.48, -0.46)
H (1.23, 0.04, -1.94)
H (-0.68, 1.98, 0.49)
H (1.13, 1.88, 0.46)

natural (NBO) atomic charge list, values in e, 8 entries: -0.97 0.49 0.50 0.49 -0.48 0.12 -0.37 0.27

***

If we sort the structures by their calculated energies, the order from most to least stable is i), iii), ii).

***

i) Molecular formula: C5H7ClN2
Method: DFT, the ωB97M-V functional and the def2-TZVPD basis

Computed properties:
Lowest unoccupied orbital energy in eV: 0.351
E_HOMO in eV: -9.06
SMILES: N[C@]1(Cl)C=NC=CC1
Charge: 0

Cartesian coordinates (Å):
N (2.04, 0.43, 0.16)
C (0.63, 0.32, -0.23)
Cl (0.37, 1.09, -1.91)
C (-0.27, 1.14, 0.83)
N (-1.53, 1.03, 0.88)
C (-2.00, -0.06, 0.12)
C (-1.21, -1.03, -0.37)
C (0.21, -1.09, -0.08)
H (2.63, 0.14, -0.66)
H (2.27, 1.38, 0.43)
H (0.42, 1.55, 1.64)
H (-3.06, 0.03, -0.14)
H (-1.67, -1.81, -0.87)
H (0.43, -1.46, 0.91)
H (0.74, -1.68, -0.72)

natural (NBO) atomic charge list, values in e, 8 entries: -0.84 0.14 -0.11 0.13 -0.41 -0.04 -0.19 -0.51

***

ii) Molecular formula: C5H7ClN2
Method: DFT, the ωB97M-V functional and the def2-TZVPD basis

Computed properties:
Lowest unoccupied orbital energy in eV: 0.835
E_HOMO in eV: -9.19
SMILES: C[C@@H](Cl)n1ccnc1
Charge: 0

Cartesian coordinates (Å):
C (-0.25, 0.98, 1.84)
C (0.30, 1.23, 0.47)
Cl (2.12, 1.56, 0.54)
N (0.15, -0.02, -0.31)
C (-0.88, -0.32, -1.55)
C (-0.59, -1.62, -1.86)
N (0.45, -2.06, -1.17)
C (0.85, -1.21, -0.31)
H (-1.08, 1.71, 2.09)
H (-0.46, -0.09, 1.92)
H (0.48, 1.12, 2.54)
H (-0.22, 1.99, -0.08)
H (-1.62, 0.32, -1.58)
H (-1.00, -2.14, -2.71)
H (1.77, -1.46, 0.16)

natural (NBO) atomic charge list, values in e, 8 entries: -0.65 0.03 -0.09 -0.42 -0.08 -0.06 -0.49 0.22

***

If we sort the structures by their calculated energies, the order from most to least stable is i), ii).